The following is a quantum chemistry calculation of C23H25BrNO2SSe2V as an isolated structure in a non-equilibrium geometry, from the OMol25 dataset.

Properties
Frontier orbital gap (alpha / beta) (eV): 7.75 / 8.80
Calculated total energy (Eh): -9815.54700
E_HOMO (alpha / beta) (eV): -10.1371 / -11.2276

Structure (ORCA input):
```
! wB97M-V def2-TZVPD RIJCOSX def2/J DEFGRID3
* xyz 1 4
V 1.5977 0.6503 0.3857
C 5.1219 0.8756 0.9759
Se 3.8654 0.4149 -0.4496
C 4.0064 2.0530 -1.5478
C 3.3491 3.2582 -0.8982
Se 1.4286 2.8832 -0.5232
C 1.1318 4.2694 0.8273
H 6.1038 1.0717 0.5443
H 5.1738 -0.0013 1.6232
H 4.7554 1.7292 1.5467
H 3.5151 1.8029 -2.4943
H 5.0677 2.2372 -1.7406
H 3.3969 4.1306 -1.5582
H 3.8225 3.5020 0.0577
H 1.7729 4.1177 1.6943
H 0.0861 4.2029 1.1245
H 1.3091 5.2462 0.3777
N -0.2810 0.7766 0.9713
S -1.1715 0.6582 -0.3402
C -2.4533 1.9296 -0.1574
C -2.4917 2.9080 -1.1371
C -3.4500 3.9041 -1.0683
C -4.3446 3.9165 -0.0091
C -4.2720 2.9577 0.9915
C -3.3252 1.9493 0.9190
C -2.2532 -0.7743 -0.1595
C -1.8753 -1.8046 0.6812
C -2.6944 -2.9164 0.7879
C -3.8622 -2.9874 0.0457
C -4.2266 -1.9494 -0.7987
C -3.4168 -0.8330 -0.9089
H -0.7557 0.6354 1.8589
H -1.7820 2.8636 -1.9528
H -3.4992 4.6566 -1.8405
H -5.1060 4.6786 0.0317
H -4.9630 2.9890 1.8214
H -3.2815 1.1801 1.6785
H -0.9559 -1.7301 1.2483
H -2.4219 -3.7243 1.4499
H -4.4977 -3.8549 0.1332
H -5.1412 -2.0126 -1.3672
H -3.6924 -0.0114 -1.5534
Br 1.3927 -5.9104 -3.0336
C 1.4159 -5.0830 -1.3228
C 1.4594 -5.8774 -0.1841
C 1.4970 -5.2775 1.0654
C 1.5124 -3.9001 1.1734
C 1.4680 -3.1168 0.0214
C 1.3992 -3.7036 -1.2378
C 1.5194 -1.6562 0.1517
O 1.8464 -1.1163 1.2364
O 1.2642 -0.8885 -0.8214
H 1.4697 -6.9533 -0.2812
H 1.5279 -5.8900 1.9532
H 1.5739 -3.3991 2.1279
H 1.3639 -3.0782 -2.1175
*
```